Below is a structure of composition C3H3O4Pt in a non-equilibrium geometry, with properties calculated with ωB97M-V/def2-TZVPD.

Structure (XYZ):
```
11
Properties=species:S:1:pos:R:3:forces:R:3
C 0.43294 -2.09949 0.85470 0.244 -0.418 -0.101
H -0.41916 -2.77903 0.74707 0.228 0.181 0.031
O -1.05454 2.94316 -0.97645 0.305 0.861 -0.566
H 0.83859 -2.16423 1.86995 -0.100 0.014 -0.281
O 0.50879 1.94453 -2.27391 -0.468 0.282 1.472
O -0.12214 1.13252 -0.17133 1.680 -0.554 -0.989
Pt -1.64581 2.03286 0.75199 -3.528 0.692 3.707
H 1.20458 -2.31974 0.10873 -0.194 0.054 0.193
C 0.46594 -0.05357 -0.28359 0.480 -1.038 -0.128
O -0.05201 -0.76754 0.66862 -0.159 0.431 0.212
C -0.15718 2.13053 -1.29577 1.513 -0.505 -3.551
```
Positions in Å, forces in eV/Å.

Values from the calculation:
2S+1   4
ΔE to the lowest compared entry with this formula, charge and spin   20.4 kcal/mol
LUMO (alpha / beta)   0.24 / -3.15 eV
Net charge   0
Frontier orbital gap (alpha / beta)   8.15 / 7.09 eV
Total energy   -14589.24238 eV
Max |F|   5.2 eV/A